[1]
Formula: C3H17N2O3
Source: the Open Molecules 2025 dataset
Level of theory: the ωB97M-V functional and the def2-TZVPD basis

XYZ file:
```
25
Properties=species:S:1:pos:R:3
N -0.20 0.68 -0.28
C -0.81 -0.56 -0.92
C -2.10 -0.11 -1.59
C -1.24 -1.52 0.28
N -1.25 -0.74 1.49
H 0.64 0.42 0.25
H -0.93 1.08 0.32
H -0.02 1.41 -0.96
H -0.03 -0.81 -1.62
H -2.95 -0.14 -0.91
H -2.41 -0.67 -2.47
H -2.19 0.95 -1.86
H -2.22 -1.86 -0.04
H -0.60 -2.39 0.40
H -1.99 -0.94 2.14
H -0.35 -0.79 1.96
H 3.15 -0.39 -1.15
H 3.13 0.84 -0.09
O 2.67 0.09 -0.47
H 1.37 -2.10 1.70
H 2.13 -0.78 2.12
O 1.51 -1.17 1.50
H 1.50 3.37 -0.69
H 1.63 3.38 0.81
O 1.55 2.77 0.07
```

Output
Relative energy (zero: lowest compared OMol25 entry of this formula, charge and spin): 139.2 kJ/mol
Charge: +1
HOMO-LUMO gap: 0.37983 hartree
Total energy: -12503.418 eV

---

[2]
Formula: CH2OS
Source: the Open Molecules 2025 dataset
Level of theory: the ωB97M-V functional and the def2-TZVPD basis

XYZ file:
```
5
Properties=species:S:1:pos:R:3
O 1.06 -0.30 -0.12
C -0.17 0.29 -0.05
S -1.69 -0.23 -0.08
H 0.87 -1.16 0.21
H -0.06 1.40 0.03
```

Output
Relative energy (zero: lowest compared OMol25 entry of this formula, charge and spin): 34.6 kJ/mol
Structure (SMILES): OC=S
Charge: 0
HOMO-LUMO gap: 0.34720 hartree
Total energy: -13951.313 eV

---

[3]
Formula: ClNO2S
Source: the Open Molecules 2025 dataset
Level of theory: the ωB97M-V functional and the def2-TZVPD basis

XYZ file:
```
5
Properties=species:S:1:pos:R:3
N 0.41 -0.15 0.80
O -0.68 0.06 1.17
O 1.47 -0.37 1.23
S 0.32 -0.14 -1.58
Cl -1.52 0.59 -1.63
```

Output
Relative energy (zero: lowest compared OMol25 entry of this formula, charge and spin): 110.0 kJ/mol
Charge: 0
HOMO-LUMO gap (alpha / beta): 0.27934 / 0.27644 hartree
Total energy: -28938.297 eV

---

[4]
Formula: C4H8FNO
Source: the Open Molecules 2025 dataset
Level of theory: the ωB97M-V functional and the def2-TZVPD basis

XYZ file:
```
15
Properties=species:S:1:pos:R:3
C -0.37 -0.67 -0.68
C -1.41 0.35 -1.12
C 0.22 0.52 0.11
C 0.38 0.34 1.55
H -0.16 -1.96 -2.22
H 1.16 -1.91 -1.23
H -0.86 -1.43 -0.01
H -2.49 0.07 -1.00
H -1.23 0.64 -2.18
H 1.08 0.97 -0.37
H -0.41 -0.24 2.00
H 0.42 1.29 2.05
N 0.42 -1.36 -1.66
O -0.97 1.32 -0.23
F 1.60 -0.18 1.91
```

Output
Relative energy (zero: lowest compared OMol25 entry of this formula, charge and spin): 127.8 kJ/mol
Charge: 0
HOMO-LUMO gap: 0.38385 hartree
Total energy: -10531.179 eV

---

[5]
Formula: C4H16N2O2
Source: the Open Molecules 2025 dataset
Level of theory: the ωB97M-V functional and the def2-TZVPD basis

XYZ file:
```
24
Properties=species:S:1:pos:R:3
C 0.35 1.48 -1.58
C 0.96 0.42 -0.55
C -0.14 -0.59 0.03
C 0.46 -1.75 0.87
N 0.54 -3.03 0.17
N 1.77 1.03 0.51
H -0.12 0.92 -2.38
H -0.31 2.34 -1.20
H 1.11 2.08 -2.09
H 1.79 -0.14 -1.08
H -0.70 -0.93 -0.87
H -0.91 -0.06 0.52
H 1.42 -1.27 1.30
H -0.20 -1.88 1.80
H 0.88 -3.71 0.95
H 1.16 -2.93 -0.58
H 1.18 1.49 1.26
H 2.40 1.89 0.09
H -4.60 -1.07 -2.64
H -3.32 -0.51 -3.56
O -3.83 -0.57 -2.53
H -0.37 2.44 2.86
H 0.48 2.19 3.94
O 0.61 2.55 3.07
```

Output
2S+1: 2
Relative energy (zero: lowest compared OMol25 entry of this formula, charge and spin): 250.0 kJ/mol
Charge: -1
HOMO-LUMO gap (alpha / beta): 0.07073 / 0.33784 hartree
Total energy: -11479.523 eV

---

[6]
Formula: C49H52Ge2I3MoS4Se
Source: the Open Molecules 2025 dataset
Level of theory: the ωB97M-V functional and the def2-TZVPD basis

XYZ file:
```
112
Properties=species:S:1:pos:R:3
Mo -2.74 -0.95 -2.34
C -1.14 4.21 -5.93
C -0.14 3.40 -5.15
C 0.40 3.89 -3.96
C 1.35 3.20 -3.24
C 1.96 3.79 -1.98
C 1.79 1.95 -3.75
C 1.25 1.43 -4.93
C 1.68 0.08 -5.48
C 0.29 2.17 -5.62
C 2.86 1.21 -3.04
C 4.18 1.48 -3.44
C 5.26 0.83 -2.88
C 5.00 -0.11 -1.89
C 3.71 -0.37 -1.45
C 2.62 0.29 -2.02
Ge 0.84 0.06 -1.21
S -0.88 0.13 -2.90
S 0.01 1.54 0.19
Ge -1.19 -0.20 1.01
S -3.12 -0.09 -0.24
S 0.17 -1.67 0.01
C -1.78 -0.34 2.89
C -2.67 -1.36 3.27
C -3.14 -1.42 4.59
C -2.74 -0.50 5.54
C -1.86 0.50 5.15
C -1.37 0.58 3.85
C -0.46 1.70 3.52
C 0.92 1.58 3.76
C 1.53 0.35 4.40
C 1.75 2.62 3.35
C 1.26 3.76 2.75
C 2.18 4.88 2.32
C -0.12 3.86 2.55
C -0.99 2.84 2.92
C -2.48 2.95 2.64
C -3.19 -2.33 2.29
C -2.39 -3.37 1.80
C -1.04 -3.67 2.40
C -2.91 -4.23 0.82
C -4.18 -4.06 0.30
C -4.74 -4.99 -0.75
C -4.96 -3.02 0.82
C -4.50 -2.16 1.81
C -5.37 -1.03 2.31
C 3.53 -1.39 -0.38
C 3.74 -1.04 0.95
C 4.19 0.35 1.34
C 3.56 -2.01 1.94
C 3.16 -3.29 1.61
C 2.98 -4.35 2.67
C 2.93 -3.61 0.26
C 3.11 -2.68 -0.75
C 2.84 -3.03 -2.19
H -1.43 5.09 -5.36
H -2.02 3.62 -6.16
H -0.71 4.53 -6.89
H 0.05 4.86 -3.59
H 1.45 4.72 -1.71
H 3.03 4.00 -2.14
H 1.89 3.10 -1.12
H 2.28 -0.48 -4.77
H 2.24 0.21 -6.40
H 0.80 -0.52 -5.71
H -0.12 1.78 -6.55
H 4.33 2.19 -4.26
H 6.27 1.02 -3.23
H 5.82 -0.68 -1.45
H -3.80 -2.24 4.87
H -3.09 -0.54 6.57
H -1.51 1.25 5.85
H 0.80 -0.19 5.00
H 2.38 0.63 5.02
H 1.89 -0.35 3.63
H 2.83 2.55 3.53
H 3.23 4.63 2.54
H 1.93 5.83 2.80
H 2.10 5.05 1.24
H -0.52 4.75 2.08
H -2.70 3.96 2.29
H -3.06 2.77 3.54
H -2.77 2.25 1.86
H -0.53 -2.78 2.76
H -0.39 -4.12 1.64
H -1.15 -4.36 3.24
H -2.28 -5.05 0.47
H -4.01 -5.74 -1.01
H -5.03 -4.44 -1.65
H -5.62 -5.50 -0.36
H -5.96 -2.87 0.42
H -6.20 -0.85 1.64
H -4.78 -0.12 2.41
H -5.78 -1.27 3.30
H 3.75 1.11 0.70
H 5.27 0.44 1.25
H 3.94 0.54 2.39
H 3.76 -1.76 2.98
H 3.26 -3.99 3.67
H 3.57 -5.24 2.44
H 1.93 -4.66 2.71
H 2.60 -4.61 0.00
H 2.71 -4.11 -2.30
H 3.66 -2.70 -2.85
H 1.91 -2.55 -2.55
I -2.93 2.93 -2.66
I -4.37 5.16 -2.52
Se -2.28 -3.07 -2.41
I -5.66 -0.85 -2.70
C -3.99 -0.66 -3.93
H -3.95 0.34 -4.36
H -4.00 -1.39 -4.72
```

Output
Relative energy (zero: lowest compared OMol25 entry of this formula, charge and spin): 0.0 kJ/mol
Charge: +1
HOMO-LUMO gap (alpha / beta): 0.21665 / 0.21662 hartree
Total energy: -299535.727 eV